1.
DFT (ωB97M-V/def2-TZVPD) results for C6H10O in the gas phase in a non-equilibrium geometry.

Summary:
Lowest unoccupied orbital energy: 0.0406 Eh
HOMO energy: -9.3 eV
Relative energy (zero: lowest compared OMol25 entry of this formula, charge and spin): 115.26 kJ/mol
Kohn-Sham gap: 0.3818 hartree
Electronic energy: -309.7985 a.u.
SMILES string: C1=CCOCCC1

XYZ file:
```
17
C6H10O ωB97M-V/def2-TZVPD
C -0.17141 0.15295 1.33072
C -1.30068 0.82544 0.60147
O -1.05509 0.79749 -0.78703
C -0.80956 -0.49645 -1.29566
C 0.63027 -0.96380 -1.25303
C 1.57979 -0.46934 -0.45963
C 1.18219 0.55033 0.60841
H -0.22502 -0.94442 1.32550
H -0.24029 0.41272 2.41029
H -2.27854 0.38627 0.84492
H -1.31129 1.88516 0.88432
H -1.45834 -1.23313 -0.79335
H -1.12282 -0.45295 -2.34227
H 0.85109 -1.79302 -1.92585
H 2.59745 -0.85835 -0.59913
H 1.16088 1.55128 0.13292
H 1.70416 0.54668 1.54440
```

=====

2.
DFT (ωB97M-V/def2-TZVPD) results for C6H10O in the gas phase.

Summary:
Lowest unoccupied orbital energy: 0.0392 Eh
HOMO energy: -9.8 eV
Relative energy (zero: lowest compared OMol25 entry of this formula, charge and spin): 69.17 kJ/mol
Kohn-Sham gap: 0.3987 hartree
Electronic energy: -309.8160 a.u.
SMILES string: O=CCCC1CC1

XYZ file:
```
17
C6H10O ωB97M-V/def2-TZVPD
O 1.11480 2.92061 -0.45064
C -0.02303 2.70489 -0.10679
C -0.51810 1.39842 0.45457
C 0.54535 0.30496 0.53141
C -0.06976 -1.07416 0.45090
C -0.56236 -1.55301 -0.88652
C 0.64722 -2.18660 -0.25493
H -0.80340 3.48974 -0.21369
H -0.97753 1.60490 1.43171
H -1.35078 1.07675 -0.18893
H 1.13531 0.41414 1.44955
H 1.24983 0.44339 -0.29765
H -0.67289 -1.36245 1.31127
H -1.48576 -2.12293 -0.93390
H -0.39903 -0.89786 -1.74041
H 0.55176 -3.19585 0.13465
H 1.61838 -1.96496 -0.69060
```

=====

3.
DFT (ωB97M-V/def2-TZVPD) results for C6H10O as an isolated structure.

Summary:
Lowest unoccupied orbital energy: 0.0219 Eh
HOMO energy: -8.0 eV
Relative energy (zero: lowest compared OMol25 entry of this formula, charge and spin): 357.15 kJ/mol
Kohn-Sham gap: 0.3142 hartree
Electronic energy: -309.7063 a.u.

XYZ file:
```
17
C6H10O ωB97M-V/def2-TZVPD
C 2.32336 0.09878 -0.28308
C 0.93539 -0.51485 -0.21277
C -0.00052 -0.32029 0.99028
C -1.24668 -0.25948 0.05396
O -2.10281 -1.35907 -0.02292
C -1.73135 1.08160 -0.06121
C -0.24210 0.03352 -1.00584
H 3.00541 -0.32516 0.46484
H 2.27203 1.18114 -0.13385
H 2.77277 -0.08465 -1.26899
H 1.02435 -1.60630 -0.39169
H 0.20131 0.65234 1.45082
H -0.10436 -1.11527 1.71958
H -2.79859 -1.20172 0.62870
H -2.69527 1.22774 -0.57070
H -1.39843 1.90205 0.55632
H -0.21451 0.60960 -1.91345
```

=====

4.
DFT (ωB97M-V/def2-TZVPD) results for C6H10O in the gas phase in a non-equilibrium geometry.

Summary:
Lowest unoccupied orbital energy: 0.0339 Eh
HOMO energy: -9.2 eV
Relative energy (zero: lowest compared OMol25 entry of this formula, charge and spin): 281.33 kJ/mol
Kohn-Sham gap: 0.3717 hartree
Electronic energy: -309.7352 a.u.
SMILES string: C[C@H]1C[C@@]2(O)C[C@@H]12

XYZ file:
```
17
C6H10O ωB97M-V/def2-TZVPD
C -2.12604 0.45925 0.01998
C -0.62625 0.61961 -0.17213
C 0.37647 0.62746 0.98599
C 1.27420 -0.22174 0.08616
O 2.61997 0.01965 -0.09725
C 0.61661 -1.53052 -0.23950
C 0.22330 -0.29888 -0.99523
H -2.54985 0.54072 1.03033
H -2.67995 -0.23319 -0.62756
H -2.02291 1.44875 -0.44945
H -0.47463 1.66779 -0.69489
H 0.07331 0.20460 1.95255
H 0.73092 1.64892 1.11745
H 3.10136 -0.53383 0.52779
H 1.23913 -2.20237 -0.82399
H -0.07378 -2.01298 0.45229
H 0.29815 -0.20324 -2.07252
```

=====

5.
DFT (ωB97M-V/def2-TZVPD) results for a 2-piece molecular cluster, C6H10O overall.

Summary:
Lowest unoccupied orbital energy: 0.0136 Eh
HOMO energy: -9.7 eV
Relative energy (zero: lowest compared OMol25 entry of this formula, charge and spin): 140.36 kJ/mol
Kohn-Sham gap: 0.3694 hartree
Electronic energy: -309.7889 a.u.
SMILES string: C=CC=O.C=CC

XYZ file:
```
17
C6H10O ωB97M-V/def2-TZVPD
C -2.13937 -0.15967 0.14716
C -1.17792 0.99070 0.17439
C -0.50355 1.39472 1.24700
C 1.46767 -0.49318 -1.09174
C 0.85919 -1.64277 -0.80750
C 2.27790 0.15621 -0.03994
O 2.94499 1.15549 -0.19961
H -3.15728 0.19569 -0.05389
H -2.14847 -0.69670 1.10148
H -1.88643 -0.87376 -0.64735
H -1.04405 1.52443 -0.76761
H 0.16940 2.24715 1.21075
H -0.60159 0.88324 2.20334
H 1.44847 -0.02285 -2.07226
H 0.34403 -2.24846 -1.54641
H 0.86725 -2.01571 0.21631
H 2.27976 -0.39452 0.92587
```

=====

6.
DFT (ωB97M-V/def2-TZVPD) results for a 2-piece molecular cluster, C6H10O overall.

Summary:
Lowest unoccupied orbital energy: 0.0395 Eh
HOMO energy: -9.4 eV
Relative energy (zero: lowest compared OMol25 entry of this formula, charge and spin): 309.00 kJ/mol
Kohn-Sham gap: 0.3854 hartree
Electronic energy: -309.7247 a.u.
SMILES string: CC1=C[C@H]2OC[C@@H]12.[H][H]

XYZ file:
```
17
C6H10O ωB97M-V/def2-TZVPD
C -1.78530 -0.08969 0.78472
C -0.39783 -0.52514 0.48702
C 0.21416 -1.33400 -0.39207
C 1.56145 -0.70173 -0.16142
O 1.77566 0.48634 -0.97509
C 1.28503 1.34420 0.06189
C 0.87964 0.14750 0.93633
H -1.96549 -0.07833 1.86345
H -2.54768 -0.69969 0.29333
H -1.89426 0.94287 0.42237
H -1.96301 -0.05974 -2.18840
H -0.15470 -2.05151 -1.11840
H -1.22975 -0.19831 -2.15730
H 2.48227 -1.27976 -0.05866
H 0.48587 2.01888 -0.27204
H 2.10013 1.94659 0.48123
H 1.15381 0.13150 1.99304
```

=====

7.
DFT (ωB97M-V/def2-TZVPD) results for C6H10O in the gas phase in a non-equilibrium geometry.

Summary:
Lowest unoccupied orbital energy: 0.0364 Eh
HOMO energy: -9.0 eV
Relative energy (zero: lowest compared OMol25 entry of this formula, charge and spin): 282.04 kJ/mol
Kohn-Sham gap: 0.3654 hartree
Electronic energy: -309.7349 a.u.
SMILES string: C[C@H]1C[C@@]2(O)C[C@@H]12

XYZ file:
```
17
C6H10O ωB97M-V/def2-TZVPD
C 2.07546 0.46490 0.04884
C 0.92791 -0.53070 -0.17529
C -0.00422 -0.70244 1.03768
C -1.17969 -0.31826 0.17105
O -2.42475 -0.89460 0.34907
C -1.07454 0.98682 -0.60272
C -0.45476 -0.24141 -1.12076
H 3.04792 0.01421 0.31535
H 1.85083 1.16822 0.86959
H 2.23781 1.04590 -0.85566
H 0.97644 -1.24066 -0.96856
H 0.19396 0.01474 1.84813
H -0.11494 -1.69893 1.47498
H -2.84564 -0.38495 1.05237
H -2.01549 1.27546 -1.05621
H -0.39503 1.79363 -0.34398
H -0.80127 -0.75195 -2.04389
```

=====

8.
DFT (ωB97M-V/def2-TZVPD) results for C6H10O in the gas phase.

Summary:
Lowest unoccupied orbital energy: 0.0405 Eh
HOMO energy: -9.4 eV
Relative energy (zero: lowest compared OMol25 entry of this formula, charge and spin): 88.89 kJ/mol
Kohn-Sham gap: 0.3876 hartree
Electronic energy: -309.8085 a.u.
SMILES string: C[C@H]1OC[C@H]2C[C@H]21

XYZ file:
```
17
C6H10O ωB97M-V/def2-TZVPD
C 0.40672 1.08257 1.61214
C 0.36236 -0.31071 0.98779
O -1.02123 -0.67383 0.95547
C -1.44872 -0.95859 -0.36176
C -0.32913 -0.58269 -1.31189
C 0.45862 0.70117 -1.34469
C 0.88690 -0.41765 -0.44712
H 0.07933 1.02969 2.65374
H -0.30735 1.73220 1.09452
H 1.40175 1.53733 1.56607
H 0.90779 -1.02401 1.62192
H -1.58494 -2.04525 -0.48532
H -2.42037 -0.47548 -0.51645
H -0.28990 -1.16109 -2.22916
H 0.13411 1.62864 -0.88584
H 1.03962 0.84678 -2.25247
H 1.78852 -0.99214 -0.63672
```